1.
One molecule with the formula C8H18OSi2. Source: the Open Molecules 2025 dataset; level of theory: ωB97M-V with the def2-TZVPD basis set.

Each line ends with the Mulliken charge.
Element x y z (Å)
O: -0.96533 -0.87101 -0.27667  -0.40
C: -0.30402 -0.15321 2.80164  -0.72
C: 2.56388 0.67831 0.19638  -0.91
C: -0.46194 0.88813 2.05579  -0.42
C: 2.27847 0.02413 -0.83198  -0.12
C: -2.72124 0.88788 0.59149  -1.36
C: -0.67902 2.29998 -0.76989  -1.27
C: 0.29810 -1.43068 -2.65974  -1.32
C: 0.95403 -2.43927 0.10117  -1.17
Si: -0.90117 0.73866 0.23579  0.74
Si: 0.60911 -0.90786 -0.82566  0.90
H: -0.36035 -0.09863 3.86201  0.32
H: -0.38005 -1.07215 2.33340  0.13
H: 3.34461 1.34971 0.30292  0.34
H: 2.10977 0.40424 1.13715  0.19
H: -0.66936 1.79123 2.43561  0.62
H: 2.76795 0.11782 -1.81892  0.29
H: -3.30214 1.27636 -0.25119  0.34
H: -3.14651 -0.05903 0.88254  0.29
H: -2.80006 1.64727 1.38721  0.38
H: -0.66895 1.89693 -1.76934  0.33
H: 0.16823 2.87670 -0.41726  0.40
H: -1.48273 2.97406 -0.62823  0.43
H: -0.25334 -0.71317 -3.22405  0.37
H: -0.40022 -2.26500 -2.68017  0.30
H: 1.22778 -1.68858 -3.18543  0.32
H: 1.90440 -2.25828 0.63972  0.32
H: 0.18903 -2.62574 0.91319  0.28
H: 1.08104 -3.26881 -0.53746  0.39

Atomic forces in eV per Å
1.42 3.56 -0.25
-0.36 -0.14 1.37
1.01 1.30 4.74
1.08 -1.51 -3.34
-3.11 -1.85 -5.07
-0.56 1.16 -0.20
1.49 -1.03 0.40
0.49 0.13 0.85
0.93 0.35 2.83
-4.69 0.95 2.54
1.15 -4.97 -3.32
0.13 -0.12 0.82
0.49 -2.09 -0.49
1.73 1.23 0.04
-0.52 0.47 0.26
-0.25 3.52 1.58
-0.24 0.22 0.58
0.01 -0.09 -0.06
-0.14 -0.26 0.40
-0.40 -0.35 -0.08
0.45 0.71 -0.84
0.74 -0.20 -0.73
-1.32 0.13 0.11
-0.10 1.01 -0.60
0.24 -0.42 0.33
-0.29 0.04 0.04
-0.19 -0.55 -0.12
0.72 -0.05 -1.18
0.07 -1.16 -0.62

As for the molar mass: 186.4 g/mol. The value obtained for the total energy is -26389.399 eV. Its multiplicity is 1. As for the energy above the lowest of the compared OMol25 structures with the same formula, charge and spin: 54.6 kcal/mol.



2.
C20H22CdN2O2 as an isolated structure. Source: the Open Molecules 2025 dataset; level of theory: ωB97M-V with the def2-TZVPD basis set.

Each line ends with the Mulliken charge.
Element x y z (Å)
C: -1.32115 1.33230 2.00742  -1.08
C: -1.21377 -0.89244 2.07346  -0.95
H: -0.29780 1.76216 2.11122  0.25
H: -1.61007 1.06345 3.04121  0.44
H: -2.05274 2.10102 1.65470  0.38
H: -0.75503 -1.88519 1.82476  0.33
H: -0.77322 -0.56728 3.02390  0.23
H: -2.31639 -0.93850 2.15709  0.43
C: -0.21829 2.79451 -1.72223  -0.40
C: 0.12673 3.59445 -2.81433  -0.66
C: 0.35343 2.97753 -4.03897  -0.44
C: 0.24624 1.58893 -4.15384  -0.86
H: -0.42577 3.20246 -0.72622  0.35
H: 0.21315 4.68314 -2.69319  0.38
H: 0.62408 3.56302 -4.91724  0.41
H: 0.41966 1.07179 -5.08705  0.36
N: -0.31661 1.45825 -1.83931  0.52
C: -0.08426 0.83451 -3.01221  0.16
C: -0.20895 -0.63708 -3.02025  0.65
N: -0.46361 -1.24222 -1.84091  0.34
C: -0.63319 -2.57389 -1.73514  -0.16
C: -0.24656 -2.80209 -4.08310  -0.41
C: -0.51137 -3.39325 -2.85729  -0.68
H: -0.86918 -2.94551 -0.72715  0.35
H: -0.63868 -4.48029 -2.76129  0.37
C: -0.09715 -1.41633 -4.18234  -1.02
H: 0.08208 -0.91927 -5.12131  0.37
H: -0.15319 -3.40415 -4.98460  0.41
Cd: -0.97565 0.11926 -0.04686  1.48
C: -3.18929 0.17713 -0.60468  -1.38
H: -3.48422 -0.86510 -0.81525  0.33
H: -3.21476 0.76464 -1.54258  0.28
H: -3.86869 0.61097 0.16191  0.32
O: 3.41264 -0.60765 0.55430  -0.68
C: 2.32816 -0.19702 0.98030  -0.08
O: 1.36313 0.38695 0.35028  -0.72
C: 2.19032 -0.26277 2.50965  0.51
C: 2.32595 -1.49585 3.16867  -0.45
C: 2.04870 -1.61517 4.54535  -0.45
C: 1.65569 -0.50018 5.28432  -0.41
C: 1.53872 0.74204 4.65073  -0.48
C: 1.82222 0.86330 3.27323  -0.34
H: 2.66697 -2.36442 2.60488  0.42
H: 2.12544 -2.58275 5.04094  0.38
H: 1.40979 -0.57475 6.35017  0.36
H: 1.21821 1.63694 5.19252  0.36
H: 1.76828 1.83441 2.76628  0.50

Atomic forces in eV per Å
0.76 0.11 2.35
-1.01 1.08 2.22
-0.64 -0.70 -0.61
-0.04 0.36 -0.76
0.35 -1.37 -0.72
0.03 1.31 -1.01
-0.06 -0.67 -0.30
0.77 -0.19 -0.09
0.09 -0.73 -0.68
-0.09 0.21 0.40
0.03 -0.43 -0.18
-0.15 -0.11 0.78
0.13 -0.10 -0.46
-0.04 -0.61 -0.11
-0.08 -0.10 0.25
0.06 0.27 -0.06
0.30 0.57 -0.34
0.07 1.55 0.19
-0.17 -1.56 0.24
0.09 -0.51 -0.10
0.29 0.85 -0.71
0.14 0.51 -0.32
-0.20 -0.41 0.50
0.16 0.06 -0.61
0.08 0.59 -0.09
-0.19 0.03 0.79
0.04 -0.24 -0.19
-0.04 0.05 0.22
-0.46 0.27 -0.36
0.34 0.04 0.05
-0.14 0.38 -0.01
-0.33 -0.27 0.39
0.35 -0.23 -0.56
-0.96 -0.01 -0.40
0.71 0.84 0.44
0.40 -0.69 0.22
-0.78 -0.17 0.52
-0.07 0.25 0.50
0.09 0.18 -0.49
-0.30 0.35 -0.02
0.29 0.11 -0.83
-0.02 -0.46 0.20
-0.15 0.21 0.07
0.06 0.19 -0.17
0.17 -0.09 -0.45
0.19 -0.37 -0.02
-0.08 -0.37 0.28

As for the molar mass: 434.8 g/mol. The value obtained for the total energy is -32731.843 eV. Its multiplicity is 1.



3.
C9H25NO3Si2 as an isolated structure. Source: the Open Molecules 2025 dataset; level of theory: ωB97M-V with the def2-TZVPD basis set.

Each line ends with the Mulliken charge.
Element x y z (Å)
N: -2.30549 0.19358 1.72613  -0.56
C: -3.02048 0.54800 0.42280  -0.47
Si: -2.09502 -0.21115 -1.08535  0.50
O: -0.36011 0.06583 -1.11553  -0.28
Si: 0.07020 1.69156 -0.60687  0.63
H: -1.51504 -0.43165 1.42080  0.23
H: -2.94337 -0.28386 2.40213  0.25
H: -4.14524 0.18416 0.53599  0.30
H: -3.08248 1.71601 0.23314  0.19
H: -2.68917 0.18986 -2.38547  -0.16
H: -2.32045 -1.67715 -1.01008  -0.19
H: -1.07621 2.49316 -0.15209  -0.18
H: 0.79434 2.47898 -1.59522  -0.17
H: 0.94768 1.56280 0.58431  -0.14
C: 3.88533 4.65360 2.24361  -0.52
C: 4.77248 4.63691 1.02565  -0.52
C: 3.88099 3.98184 -0.00671  -0.44
O: 2.53048 4.32836 0.32970  -0.34
C: 2.52275 4.91328 1.63929  -0.41
H: 4.17212 5.40262 2.98604  0.33
H: 3.89876 3.66903 2.72609  0.27
H: 5.00386 5.66451 0.72139  0.25
H: 5.71496 4.10411 1.17521  0.32
H: 3.96513 2.89055 0.03047  0.27
H: 4.10378 4.31452 -1.02462  0.29
H: 2.33804 5.98693 1.52436  0.26
H: 1.71147 4.48103 2.23147  0.26
C: -1.99481 -4.94454 -2.17875  -0.32
C: -0.93856 -5.59799 -1.32548  -0.49
C: -1.35555 -5.18244 0.06846  -0.38
O: -2.78287 -5.04240 0.05146  -0.40
C: -3.22784 -5.07526 -1.31168  -0.45
H: -2.11397 -5.40714 -3.16175  0.33
H: -1.75113 -3.88547 -2.32480  0.07
H: -1.00315 -6.68790 -1.42544  0.26
H: 0.08036 -5.29147 -1.57520  0.32
H: -0.92768 -4.21115 0.33840  0.21
H: -1.06646 -5.91437 0.82818  0.28
H: -3.72844 -6.03562 -1.47644  0.32
H: -3.94920 -4.27166 -1.48362  0.27

Atomic forces in eV per Å
0.21 -0.50 -1.42
-1.47 1.01 0.60
0.81 -0.45 0.04
-2.25 2.14 0.87
0.47 -1.50 0.49
-1.18 0.58 1.28
1.00 0.39 -1.11
2.27 0.64 -0.80
0.07 -2.22 0.76
0.10 0.31 0.17
0.31 0.04 0.09
-0.25 -0.13 -0.22
0.06 -0.15 -0.53
-0.06 -0.15 -0.19
-0.02 -0.26 0.61
0.50 0.34 -0.25
-0.20 -0.31 -0.30
0.26 0.04 0.20
-0.39 0.22 -0.13
-0.07 -0.08 -0.08
-0.01 0.13 -0.01
0.02 -0.12 0.01
-0.11 0.05 -0.05
0.09 -0.01 -0.05
-0.14 -0.04 0.07
-0.02 0.01 0.10
0.01 0.01 -0.15
-0.05 0.47 -0.48
0.41 -0.51 -0.02
-0.04 0.22 0.40
0.21 -0.03 -0.30
-0.37 -0.16 0.19
-0.02 0.06 0.11
-0.05 -0.11 -0.02
0.06 0.10 0.02
-0.11 -0.03 0.06
0.10 -0.03 0.01
-0.13 0.09 -0.01
-0.05 0.03 -0.10
0.04 -0.06 0.13

As for the molar mass: 251.5 g/mol. The value obtained for the total energy is -33125.761 eV. Its multiplicity is 1.



4.
A 8-piece molecular cluster, C27H59N5O11 overall. Source: the Open Molecules 2025 dataset; level of theory: ωB97M-V with the def2-TZVPD basis set.

Each line ends with the Mulliken spin population.
Element x y z (Å)
C: 0.65022 -5.76694 -1.74077  0.02
O: 1.75014 -5.99233 -2.24204  0.00
N: 0.35936 -5.94371 -0.45019  -0.21
C: -1.03227 -5.96516 0.06168  0.11
C: 1.29398 -6.36860 0.52234  0.16
H: -0.18314 -5.38779 -2.35229  0.03
H: -1.35819 -6.97043 0.32873  0.00
H: -1.76408 -5.63464 -0.67541  0.02
H: -1.20669 -5.22938 0.84673  -0.01
H: 2.24608 -6.46652 0.00079  0.04
H: 1.44330 -5.64452 1.32329  -0.09
H: 0.91987 -7.30810 0.92915  0.00
C: -1.19499 5.91452 6.18116  0.37
O: -1.71645 7.08695 6.06239  -0.05
N: -1.86854 4.80825 6.56595  -1.00
C: -1.18401 3.54212 6.61070  0.87
C: -3.24198 4.83623 7.17074  0.33
H: -0.14221 5.74576 5.90664  0.01
H: -0.25940 3.55534 6.03361  -0.12
H: -1.76897 2.71616 6.20610  0.05
H: -0.97751 3.21358 7.62929  -0.09
H: -3.15777 4.39805 8.16523  -0.04
H: -3.73888 5.79687 7.30622  0.12
H: -3.99348 4.24507 6.64740  -0.16
C: -5.71172 5.31161 2.16606  0.04
O: -6.19883 6.31464 1.60607  -0.01
N: -4.40050 5.17795 2.56577  -0.04
C: -3.89971 4.01658 3.38616  0.20
C: -3.55158 6.28439 2.60427  0.01
H: -6.29621 4.40296 2.37806  0.01
H: -3.50994 4.36774 4.34160  -0.11
H: -3.03577 3.61113 2.85955  0.07
H: -4.53891 3.13368 3.38487  -0.14
H: -2.68704 5.85399 3.10969  0.01
H: -3.11647 6.52836 1.63512  -0.02
H: -3.91749 7.23341 2.99614  0.01
C: 3.58238 -1.46427 -3.94280  0.01
O: 3.73714 -1.22592 -5.17494  0.00
N: 3.89479 -2.66430 -3.38935  0.00
C: 3.53456 -2.96695 -2.00453  -0.04
C: 4.29516 -3.77934 -4.27191  0.00
H: 3.31714 -0.68522 -3.21142  0.00
H: 3.28754 -2.08463 -1.41411  0.06
H: 4.30653 -3.49997 -1.44950  -0.05
H: 2.67481 -3.63427 -2.06461  0.01
H: 3.49325 -4.40731 -4.66011  0.00
H: 4.91159 -3.43868 -5.10382  0.00
H: 4.87005 -4.47173 -3.65693  0.00
C: 4.24107 0.07123 -0.12063  0.28
O: 3.39837 0.19882 -0.95497  0.03
N: 4.17055 0.61610 1.13696  -0.77
C: 4.63999 -0.08860 2.36492  0.57
C: 3.34340 1.79117 1.49676  0.32
H: 5.05247 -0.67170 -0.16390  0.09
H: 5.36588 -0.86223 2.11456  0.08
H: 3.93908 -0.56009 3.05378  -0.29
H: 5.13112 0.67269 2.97100  0.02
H: 3.32500 2.34067 0.55559  0.13
H: 2.34370 1.45801 1.77552  -0.06
H: 3.76968 2.40999 2.28635  -0.13
O: -2.20770 0.64973 1.61252  -0.21
C: -1.09284 0.26286 2.10259  0.31
O: -0.29786 -0.69340 1.47721  -0.36
C: -0.73793 -1.19833 0.28114  0.12
C: 0.16256 -2.29248 -0.19291  -0.27
C: -0.46780 0.97842 3.24715  0.65
H: -0.76322 -0.28602 -0.31480  0.01
H: -1.77543 -1.50774 0.15481  0.00
H: 0.16982 -3.17655 0.44464  0.11
H: 1.17894 -2.07425 -0.52068  0.09
H: -0.31052 -2.62747 -1.11600  -0.03
H: -0.65932 2.01619 2.97429  0.36
H: 0.62058 0.97906 3.30649  0.16
H: -0.85548 0.89779 4.26268  -0.54
O: -1.11906 -3.80969 -3.68451  0.00
C: -1.57933 -2.91005 -4.32480  -0.02
O: -0.93492 -2.28006 -5.25549  0.00
C: 0.33072 -2.66402 -5.77104  -0.01
C: 0.33107 -2.51653 -7.27095  0.00
C: -3.02755 -2.37532 -4.08207  0.04
H: 0.64179 -3.66402 -5.46883  0.00
H: 1.13825 -2.05366 -5.36675  0.00
H: 1.17882 -3.04937 -7.70164  0.00
H: 0.11931 -1.51668 -7.64984  0.00
H: -0.50216 -3.15414 -7.56641  0.00
H: -3.73484 -2.91254 -4.71393  0.00
H: -3.04506 -1.30272 -4.27526  0.00
H: -3.27099 -2.49679 -3.02657  -0.01
O: 0.36351 2.70481 0.00462  -0.10
C: -0.52126 2.62134 -0.86240  0.05
O: -0.35849 1.96566 -2.03708  -0.03
C: 0.81954 1.19683 -2.25676  0.01
C: 0.54491 0.40574 -3.50378  -0.01
C: -1.80048 3.44102 -0.94774  -0.03
H: 1.05779 0.43162 -1.51798  0.01
H: 1.71087 1.82409 -2.27067  0.03
H: -0.11365 -0.42281 -3.24318  0.00
H: 1.42413 0.12040 -4.08142  0.00
H: -0.10394 0.93008 -4.20533  -0.01
H: -1.86278 3.78811 -1.97911  0.00
H: -1.60828 4.34991 -0.37759  0.02
H: -2.67724 2.95028 -0.52517  0.02

Atomic forces in eV per Å
0.59 -0.17 -1.13
-0.33 0.29 0.30
-2.59 0.43 0.98
-0.09 0.79 -1.13
1.10 -0.30 -0.10
-0.02 -0.12 0.20
0.33 -0.03 0.38
0.35 -0.04 -0.58
0.46 -0.33 0.49
0.07 -0.41 0.23
-0.27 0.10 0.10
0.47 -0.17 0.25
-2.34 3.76 -0.63
1.71 -3.90 0.63
-1.10 0.63 0.17
0.10 -0.84 0.24
0.50 -0.13 0.23
-0.22 -0.14 0.11
0.02 0.18 0.08
-0.34 0.22 -0.35
0.23 0.24 0.25
0.07 -0.09 0.09
0.91 0.39 -0.35
0.45 -0.34 -0.47
0.37 1.15 -0.54
1.11 -1.84 1.16
-2.81 -1.74 0.68
0.25 0.33 -1.64
2.45 0.75 -0.70
-0.08 0.06 -0.09
-0.59 -0.16 0.20
0.31 0.15 -0.10
-0.59 0.51 0.44
0.24 1.10 0.55
-0.32 0.04 -0.47
-0.26 -0.38 0.48
1.39 -0.07 -2.30
-0.75 -0.39 2.59
-0.11 0.28 -0.56
-0.49 -0.49 -0.27
0.36 -0.06 0.79
-0.13 -0.23 -0.09
-0.02 0.14 -0.51
0.33 -0.03 -0.34
-0.13 -0.05 0.43
-0.51 0.43 0.01
-0.17 0.23 0.19
0.23 0.08 0.03
-0.05 -0.97 3.50
-0.68 0.90 -2.08
0.21 -0.05 2.08
1.26 0.60 -0.86
-0.05 -0.88 -1.79
0.22 0.01 -0.29
0.13 0.04 -0.15
-0.91 0.11 -0.66
0.29 -0.09 0.07
-0.59 0.44 0.27
-0.09 0.27 -0.03
0.30 -0.36 -0.04
3.97 -1.91 1.53
-2.86 0.38 -2.54
-0.99 1.40 3.85
-0.26 0.96 -1.97
-0.18 -0.69 -1.28
0.65 1.19 0.01
0.35 -0.26 -1.16
-0.24 -0.31 1.17
0.03 0.22 0.31
0.04 0.53 0.58
-0.07 -0.30 -0.28
-0.19 0.33 0.08
0.03 -0.77 -0.11
-0.31 -0.66 -0.32
0.40 -0.98 0.58
-1.72 -0.06 1.14
-0.13 1.53 -1.52
1.81 0.02 0.24
-1.21 -1.32 0.01
1.43 0.21 0.00
-0.63 -0.26 -0.02
-0.35 0.48 0.39
0.35 0.69 0.01
0.49 -0.04 0.12
-0.32 0.10 -0.47
0.05 0.10 0.03
-0.15 -0.09 -0.32
0.02 -0.33 -0.14
-2.29 -0.63 -1.85
2.05 0.81 0.78
-0.32 -0.18 1.10
0.79 -0.59 -0.18
-0.78 0.16 -0.99
1.05 0.54 0.53
-0.45 0.52 0.76
-0.17 0.25 -0.26
0.46 -0.53 0.05
-0.02 -0.28 0.34
0.21 0.59 -0.08
-0.62 -0.45 -0.02
-0.12 -0.11 0.32
0.07 -0.12 -0.38

Its expectation value of S² is 0.7504. As for the molar mass: 629.8 g/mol. The value obtained for the total energy is -58926.427 eV. Its multiplicity is 2. Its charge is -1.